{"formula": "C46H65N12O2P", "method": "wB97M-V/def2-TZVPD", "lumo_energy_ev": -0.06, "max_force_ev_per_a": 4.7, "total_charge": 0, "homo_energy_ev": -8.193, "relative_energy_kcal_mol": 33.10, "total_energy_ev": -80015.1679, "symbols": ["C", "C", "C", "C", "N", "P", "N", "C", "O", "O", "C", "H", "H", "H", "H", "H", "H", "H", "H", "H", "H", "H", "H", "H", "H", "H", "N", "C", "C", "C", "C", "H", "H", "H", "H", "H", "N", "C", "C", "C", "C", "H", "H", "H", "H", "H", "N", "C", "C", "C", "C", "H", "H", "H", "H", "H", "N", "C", "C", "C", "C", "H", "H", "H", "H", "H", "N", "C", "C", "C", "C", "H", "H", "H", "H", "H", "N", "C", "C", "C", "C", "H", "H", "H", "H", "H", "N", "C", "C", "C", "C", "H", "H", "H", "H", "H", "N", "C", "C", "C", "C", "H", "H", "H", "H", "H", "N", "C", "C", "C", "C", "H", "H", "H", "H", "H", "N", "C", "C", "C", "C", "H", "H", "H", "H", "H"], "xyz": [[3.503, -2.271, 2.058], [2.304, -1.245, 1.783], [1.730, -1.244, 0.285], [2.682, -1.984, -0.790], [0.322, -1.747, 0.136], [0.078, -3.360, 0.813], [0.540, -4.549, -0.188], [-0.665, -0.752, 0.612], [-1.090, 0.077, -0.233], [-1.146, -0.618, 1.952], [-2.440, -1.278, 2.119], [3.119, -3.352, 2.182], [3.931, -1.998, 3.097], [4.376, -2.202, 1.335], [1.497, -1.465, 2.573], [2.704, -0.195, 2.039], [1.709, -0.140, -0.049], [3.651, -1.369, -0.911], [2.877, -3.073, -0.531], [2.110, -1.936, -1.788], [0.798, -3.557, 2.034], [-1.354, -3.551, 0.961], [0.928, -4.131, -1.045], [-3.140, -0.749, 2.844], [-2.217, -2.321, 2.545], [-3.005, -1.389, 1.123], [-1.240, -3.051, 5.099], [-2.126, -4.094, 5.046], [-1.452, -5.239, 5.398], [-0.112, -4.871, 5.678], [-0.013, -3.515, 5.489], [-1.456, -2.091, 4.885], [-3.155, -3.933, 4.763], [-1.876, -6.230, 5.448], [0.690, -5.526, 5.985], [0.824, -2.842, 5.596], [-2.245, 4.950, -2.314], [-0.992, 4.801, -2.848], [-0.472, 3.618, -2.383], [-1.449, 3.027, -1.542], [-2.533, 3.869, -1.520], [-2.858, 5.731, -2.480], [-0.580, 5.548, -3.509], [0.503, 3.220, -2.622], [-1.370, 2.090, -1.012], [-3.482, 3.794, -1.009], [-4.499, 2.124, 2.934], [-4.615, 2.634, 4.199], [-5.945, 2.882, 4.435], [-6.659, 2.503, 3.272], [-5.741, 2.036, 2.364], [-3.635, 1.854, 2.491], [-3.744, 2.777, 4.820], [-6.359, 3.291, 5.345], [-7.726, 2.565, 3.116], [-5.863, 1.651, 1.363], [-6.877, 1.747, -1.346], [-7.106, 1.869, -2.691], [-8.463, 1.960, -2.883], [-9.075, 1.895, -1.606], [-8.073, 1.766, -0.677], [-5.971, 1.657, -0.916], [-6.286, 1.881, -3.392], [-8.959, 2.063, -3.836], [-10.133, 1.938, -1.391], [-8.106, 1.686, 0.399], [5.571, 1.947, -0.738], [5.330, 2.080, -2.081], [3.971, 2.157, -2.262], [3.369, 2.074, -0.982], [4.381, 1.947, -0.060], [6.482, 1.863, -0.315], [6.145, 2.106, -2.789], [3.466, 2.263, -3.211], [2.313, 2.104, -0.759], [4.356, 1.857, 1.015], [0.697, -2.606, -4.527], [1.956, -2.978, -4.919], [1.831, -3.886, -5.940], [0.445, -4.065, -6.178], [-0.229, -3.260, -5.294], [0.486, -1.952, -3.791], [2.830, -2.566, -4.436], [2.646, -4.368, -6.460], [-0.008, -4.710, -6.916], [-1.286, -3.098, -5.143], [6.466, 5.059, -1.677], [7.473, 5.450, -0.835], [8.159, 6.474, -1.441], [7.540, 6.713, -2.693], [6.497, 5.827, -2.810], [5.805, 4.320, -1.492], [7.614, 4.967, 0.120], [9.011, 6.994, -1.029], [7.826, 7.452, -3.427], [5.777, 5.676, -3.600], [7.606, -0.480, -3.308], [8.864, -0.854, -3.700], [8.736, -1.763, -4.722], [7.350, -1.939, -4.959], [6.677, -1.133, -4.074], [7.396, 0.174, -2.573], [9.738, -0.443, -3.219], [9.550, -2.246, -5.242], [6.895, -2.585, -5.696], [5.621, -0.970, -3.923], [-3.169, -8.571, 4.595], [-1.912, -8.956, 4.209], [-2.043, -9.870, 3.193], [-3.429, -10.040, 2.953], [-4.099, -9.224, 3.831], [-3.376, -7.912, 5.326], [-1.036, -8.547, 4.690], [-1.230, -10.362, 2.678], [-3.886, -10.687, 2.219], [-5.154, -9.053, 3.979], [-3.678, 6.533, 0.485], [-4.722, 5.923, 1.128], [-4.877, 6.527, 2.351], [-3.895, 7.544, 2.447], [-3.171, 7.526, 1.280], [-3.337, 6.291, -0.430], [-5.261, 5.112, 0.662], [-5.617, 6.267, 3.094], [-3.735, 8.215, 3.278], [-2.342, 8.132, 0.948]], "mulliken_charge": [-1.143, -0.241, 0.622, -1.267, 0.414, 0.601, -0.882, 0.243, -0.679, -0.243, -0.495, 0.237, 0.409, 0.276, 0.077, 0.323, -0.054, 0.281, 0.456, -0.075, 0.004, 0.131, 0.225, 0.324, -0.026, 0.349, 0.057, -0.672, 0.294, -0.592, -0.631, 0.216, 0.398, 0.074, 0.424, 0.428, 0.061, -0.596, -0.763, 0.209, -1.223, 0.251, 0.410, 0.472, 0.681, 0.564, 0.159, -0.585, -0.742, 0.047, -0.425, 0.139, 0.414, 0.403, 0.433, 0.154, 0.108, -0.517, -0.405, -0.521, -0.222, 0.170, 0.388, 0.389, 0.390, 0.235, 0.249, -1.564, -0.143, -0.004, -1.187, 0.198, 0.750, 0.523, 0.721, 0.441, 0.078, -0.357, -0.492, -0.432, -0.478, 0.159, 0.394, 0.390, 0.379, 0.376, 0.074, -0.324, -0.565, -0.537, -0.374, 0.242, 0.343, 0.388, 0.388, 0.368, 0.102, -0.568, -0.458, -0.530, -0.297, 0.201, 0.372, 0.381, 0.405, 0.419, 0.014, -0.331, -0.487, -0.380, -0.507, 0.212, 0.362, 0.386, 0.379, 0.364, 0.156, -0.419, -0.515, -0.583, -0.407, 0.155, 0.448, 0.427, 0.386, 0.368]}